(1)
Entry from the Open Molecules 2025 dataset: a 2-piece molecular cluster, C7H9O2P overall at a distorted geometry (the ωB97M-V functional and the def2-TZVPD basis).

```
19
Properties=species:S:1:pos:R:3:forces:R:3:lowdin_charge:R:1
C -1.73414 -0.45903 -0.78356 1.0 0.3 0.6 -0.056
C -1.39014 -1.60866 -0.01460 1.9 0.5 0.8 -0.050
C -0.75171 0.45033 -1.05295 -0.9 -1.4 0.7 0.003
C -0.11004 -1.88878 0.34670 -1.9 0.2 -0.6 -0.140
C 0.65456 0.34219 -0.44704 -2.7 2.1 -2.7 -0.381
C 0.83474 -0.92906 0.11209 5.1 -1.2 1.0 -0.152
C 0.87540 1.47774 0.55714 1.8 1.8 -1.6 -0.028
O 1.51796 -2.90925 -3.56162 -0.3 0.0 0.1 -0.480
O 1.94873 -1.69241 -1.43017 -0.1 0.7 1.8 -0.423
P 0.91791 -2.40486 -2.30512 0.0 -0.9 -1.5 0.661
H -2.79090 -0.43763 -0.99776 0.0 0.8 -0.7 0.110
H -2.07989 -2.23936 0.43502 -1.8 -1.2 0.0 0.099
H -1.03015 1.27142 -1.64841 0.1 1.2 -0.6 0.099
H 0.18872 -2.82343 0.69625 0.2 -1.2 1.1 0.107
H 1.35981 0.35040 -1.31890 -0.3 0.6 0.8 0.167
H 1.73946 -0.87404 0.78426 -0.8 -0.8 -0.8 0.167
H 2.00540 1.73297 0.51767 -1.9 -0.3 0.5 0.120
H 0.57103 1.20168 1.54699 -0.2 0.0 0.5 0.075
H 0.31603 2.39717 0.19531 0.7 -1.1 0.7 0.102
```
Forces are in eV/Å.

Calculated values
Largest force on an atom = 5.33 eV/Å
LUMO energy = -1.345 eV
Frontier orbital gap = 7.3 eV

---

(2)
Entry from the Open Molecules 2025 dataset: C5H7NO2 as an isolated structure at a distorted geometry (the ωB97M-V functional and the def2-TZVPD basis).

```
15
Properties=species:S:1:pos:R:3:forces:R:3:lowdin_charge:R:1
C 1.39278 -0.04659 -0.22735 -0.4 0.9 1.1 -0.380
C 0.44490 -1.07060 0.26261 -1.6 -5.5 -1.8 -0.256
C -0.92586 -1.05029 -0.60103 -1.2 -1.0 0.1 -0.096
C -0.51812 1.42372 -0.26464 0.2 1.9 -3.7 -0.176
C 0.56033 0.93564 0.59015 1.9 -0.2 4.5 -0.215
H 0.83578 -2.23185 0.17050 -0.9 2.7 1.0 0.189
H -1.86947 -1.80514 -0.24599 2.8 2.3 0.0 0.168
H -0.78440 -1.57665 -1.64692 0.1 2.1 1.3 0.130
H 0.29294 1.73798 -1.18475 -2.8 -0.7 1.1 0.179
H -1.13998 2.39954 -0.19182 1.1 -1.9 0.8 0.151
H 1.20879 1.55367 1.27781 -1.0 0.4 -1.4 0.170
H -0.69415 -0.37888 1.80004 -2.5 0.0 0.7 0.073
N 0.20985 -0.29607 1.47855 3.2 0.5 -1.9 0.078
O 2.45076 0.05278 -0.75415 0.2 -0.3 -0.7 0.149
O -1.46416 0.35275 -0.46300 0.8 -1.2 -1.3 -0.163
```
Forces are in eV/Å.

Calculated values
Largest force on an atom = 5.99 eV/Å
LUMO energy = 0.658 eV
Frontier orbital gap = 10.2 eV

---

(3)
Entry from the Open Molecules 2025 dataset: C40H36ClN3ReSi2 as an isolated structure at a distorted geometry (the ωB97M-V functional and the def2-TZVPD basis).

```
83
Properties=species:S:1:pos:R:3:forces:R:3:lowdin_charge:R:1
C -1.71573 -0.63393 5.20755 -0.7 0.2 0.4 -0.125
C -2.55023 -0.00703 4.25045 -0.2 0.2 0.4 -0.132
C -2.63443 -0.85223 3.12095 -0.3 0.1 -0.9 -0.172
H -3.03563 0.94817 4.36405 0.0 0.1 0.0 0.142
C -1.85293 -2.00413 3.37495 0.0 -0.5 -0.1 -0.136
C -1.28773 -1.86653 4.66225 -0.2 -0.6 -0.2 -0.143
H -0.63813 -2.57763 5.14445 -0.1 0.0 0.0 0.121
H -1.45753 -0.24453 6.17855 0.0 0.0 0.1 0.140
H -3.19943 -0.66483 2.22485 -0.1 -0.1 -0.1 0.123
H -1.69703 -2.81823 2.68795 0.0 -0.1 -0.1 0.129
Re -0.46733 -0.19483 3.34835 0.4 0.9 1.4 1.501
Si 2.85987 0.20867 -5.33385 0.2 -0.1 -0.1 0.728
C 1.86507 1.71467 -5.82975 0.1 0.0 0.2 -0.345
C 2.27327 2.53357 -6.88465 0.0 -0.1 0.0 -0.100
H 3.16867 2.28697 -7.44265 0.0 0.0 0.0 0.098
C 1.54477 3.66067 -7.23875 -0.1 0.0 0.0 -0.075
H 1.87607 4.28197 -8.06065 0.0 0.0 0.0 0.108
C 0.39027 3.98687 -6.54215 0.0 0.0 0.0 -0.081
H -0.18063 4.86407 -6.81785 0.0 0.0 0.0 0.105
C -0.03363 3.18187 -5.49335 0.0 0.0 0.0 -0.098
H -0.93613 3.43077 -4.95025 -0.1 0.0 0.0 0.084
C 0.69717 2.05717 -5.14245 0.0 0.1 -0.1 -0.126
H 0.34747 1.43187 -4.32975 0.0 -0.1 0.1 0.090
C 1.94097 -1.36353 -5.76655 -0.1 0.1 -0.1 -0.332
C 0.73497 -1.31473 -6.47145 0.1 0.0 0.1 -0.103
H 0.31167 -0.35683 -6.74865 0.0 0.0 -0.1 0.094
C 0.05977 -2.47683 -6.81195 0.0 -0.1 0.0 -0.085
H -0.87353 -2.41913 -7.35695 0.0 0.0 0.0 0.104
C 0.57887 -3.71323 -6.45195 -0.1 0.1 0.0 -0.088
H 0.05167 -4.62073 -6.71595 0.0 0.0 0.0 0.103
C 1.77267 -3.78143 -5.74855 0.1 0.0 0.1 -0.091
H 2.17837 -4.74243 -5.46075 0.0 0.0 0.0 0.102
C 2.44517 -2.61583 -5.40905 -0.1 0.0 0.0 -0.118
H 3.37247 -2.68433 -4.85265 0.1 0.0 0.0 0.097
H 3.13057 0.18677 -3.87045 -0.1 0.1 0.0 -0.035
Si -0.36793 0.01187 0.87645 0.8 -0.3 -3.5 0.316
C -0.88103 -1.57333 -0.02385 -0.2 0.0 0.8 -0.347
C -1.95473 -1.56493 -0.91785 -0.1 0.3 0.0 -0.085
H -2.39613 -0.62133 -1.21465 -0.1 0.0 0.0 0.099
C -2.45943 -2.74323 -1.45225 0.1 -0.1 -0.1 -0.054
H -3.28873 -2.70793 -2.14785 0.0 0.0 0.0 0.116
C -1.89303 -3.96223 -1.10985 0.0 0.1 0.1 -0.054
H -2.28233 -4.88193 -1.52775 0.0 0.0 0.0 0.116
C -0.82083 -3.99263 -0.22665 0.1 -0.1 0.0 -0.071
H -0.36493 -4.93883 0.03765 0.0 0.0 0.0 0.112
C -0.32893 -2.81303 0.31005 0.0 0.0 0.1 -0.148
H 0.51137 -2.85523 0.99115 0.2 -0.1 0.1 0.092
C -1.42973 1.36397 0.06635 0.0 0.1 0.7 -0.367
C -2.65833 1.71317 0.62885 -0.1 0.1 -0.1 -0.164
H -2.97033 1.23717 1.55115 -0.2 0.1 0.0 0.067
C -3.48083 2.66717 0.04345 -0.1 0.0 0.1 -0.064
H -4.43023 2.91977 0.49955 0.0 0.0 0.0 0.114
C -3.08203 3.29837 -1.12565 0.1 0.0 0.0 -0.049
H -3.71643 4.04537 -1.58575 0.0 0.0 0.0 0.118
C -1.86303 2.96517 -1.70315 -0.2 0.0 0.0 -0.042
H -1.54643 3.45407 -2.61595 0.0 0.0 0.0 0.102
C -1.05153 2.00687 -1.11455 0.4 -0.2 0.0 -0.097
H -0.10383 1.75707 -1.57445 0.0 0.1 0.0 0.072
H 4.17367 0.28607 -6.02935 -0.1 0.0 0.1 -0.019
Cl 1.60587 0.41727 0.00485 -1.1 -0.2 1.3 0.261
C 2.13687 -3.09233 7.59745 -0.1 0.2 -0.4 -0.025
C 1.87947 -1.79063 8.02175 -0.1 0.0 -0.5 -0.034
C 1.54767 -0.81243 7.08865 -0.1 0.0 -0.2 -0.005
C 1.44317 -1.12253 5.71325 0.7 -0.6 1.4 -0.268
C 1.72357 -2.42993 5.29125 -0.1 -0.1 0.3 -0.042
C 2.06717 -3.41163 6.23565 -0.2 0.7 0.0 -0.030
N 1.06177 -0.08153 4.81285 0.5 -0.5 -1.2 -0.093
N 1.56477 1.03257 5.02995 0.9 0.7 1.3 0.146
C 1.07467 2.10637 4.31905 0.2 0.7 -0.2 -0.282
C 1.58137 3.39277 4.51665 0.0 -0.5 0.1 0.072
C 1.01017 4.45397 3.82355 -0.3 -0.2 -0.2 0.022
C -0.06233 4.20447 2.97305 0.3 -0.5 0.3 0.035
C -0.52813 2.89397 2.82185 1.8 0.9 1.4 -0.039
N 0.05567 1.84827 3.47505 -1.0 0.7 -1.0 -0.052
H 2.38907 -3.85053 8.32725 0.0 0.0 -0.1 0.124
H 1.92837 -1.53653 9.07435 0.0 0.0 -0.1 0.124
H 1.33627 0.19027 7.44355 0.0 0.0 -0.2 0.117
H 1.66527 -2.68923 4.24155 0.1 0.0 -0.1 0.116
H 2.27277 -4.42353 5.91595 0.0 0.0 -0.1 0.121
H 2.40007 3.56677 5.20455 -0.1 -0.2 0.0 0.142
H 1.38157 5.46117 3.95585 0.0 0.0 0.0 0.138
H -0.53573 5.01907 2.44015 -0.1 -0.2 0.0 0.137
H -1.35353 2.76147 2.20375 -1.2 -0.8 -0.9 0.071
```
Forces are in eV/Å.

Calculated values
Largest force on an atom = 3.58 eV/Å
Expectation value of S² = 3.788
Multiplicity = 4
LUMO energy (spin up / spin down) = -8.104 / -9.286 eV
Charge = +2
Frontier orbital gap (spin up / spin down) = 3.9 / 2.7 eV

---

(4)
Entry from the Open Molecules 2025 dataset: C4H8O2 as an isolated structure at a distorted geometry (the ωB97M-V functional and the def2-TZVPD basis).

```
14
Properties=species:S:1:pos:R:3:forces:R:3:lowdin_charge:R:1
C 0.97743 -0.36257 1.00992 0.0 -0.1 0.0 -0.037
C -0.19474 0.39697 0.49043 -0.1 0.7 0.5 -0.402
C -0.27995 1.71390 0.35794 0.1 -0.2 -0.1 0.078
O -1.40259 -0.31450 0.38591 -0.4 0.3 0.3 0.023
C -1.51275 -1.35098 -0.43153 0.7 -0.4 -0.6 -0.337
O -0.63833 -1.76186 -1.14227 -0.1 -0.1 -0.1 0.054
H 1.84189 0.28718 1.14653 -0.1 0.0 -0.1 0.088
H 0.72249 -0.79162 1.97793 0.0 -0.1 0.1 0.092
H 1.24194 -1.17297 0.33813 0.1 -0.1 -0.1 0.072
H 0.95590 -0.00562 -2.09041 0.9 1.2 -0.4 0.027
H -1.18915 2.19688 0.01948 0.0 -0.1 0.1 0.075
H 1.40851 0.62092 -2.25185 -0.8 -1.2 0.3 0.051
H 0.57965 2.33258 0.58048 0.0 -0.1 -0.1 0.071
H -2.51029 -1.78831 -0.39071 -0.2 0.1 0.2 0.145
```
Forces are in eV/Å.

Calculated values
Largest force on an atom = 1.51 eV/Å
LUMO energy = 0.975 eV
Frontier orbital gap = 10.7 eV

---

(5)
Entry from the Open Molecules 2025 dataset: a 2-piece molecular cluster, C9H14Si overall at a distorted geometry (the ωB97M-V functional and the def2-TZVPD basis).

```
24
Properties=species:S:1:pos:R:3:forces:R:3:lowdin_charge:R:1
C -3.21296 -0.62686 -0.05148 -1.0 -0.3 -0.2 -0.358
C 2.36749 -1.61634 -0.07380 -0.3 0.5 0.3 -0.154
C -2.10300 -0.18197 -0.17828 3.7 1.3 1.0 -0.066
C 1.67575 -0.70466 0.31312 -0.7 0.6 0.2 -0.101
C -4.57591 -1.14763 -0.03477 0.1 0.0 0.1 -0.166
C 3.19287 -2.70929 -0.52566 0.0 -0.2 -0.1 -0.095
C 0.64801 1.75014 -1.90096 0.0 -0.1 -0.1 -0.183
C 0.42670 1.11283 2.57911 -0.2 -0.3 -0.6 -0.193
C 0.77401 2.16988 -0.44134 -0.2 -0.5 0.2 -0.351
Si 0.57338 0.70000 0.74259 -1.4 -0.2 -0.9 0.799
H -5.29423 -0.35516 -0.25491 0.0 -0.1 0.0 0.066
H -4.69320 -1.94370 -0.77064 -0.1 0.0 0.0 0.065
H -4.79323 -1.54878 0.95648 -0.2 -0.1 -0.1 0.064
H 4.24354 -2.50108 -0.33448 0.1 0.0 0.0 0.085
H 2.91116 -3.62463 -0.00580 0.1 0.0 0.0 0.087
H 3.05025 -2.85537 -1.59570 0.1 -0.1 0.0 0.087
H 1.40860 1.01428 -2.15404 0.1 -0.1 -0.1 0.059
H -0.32582 1.30172 -2.07580 -0.1 -0.1 -0.1 0.047
H 0.76370 2.60699 -2.56375 0.0 0.0 0.0 0.069
H 1.40498 1.14071 3.05400 0.2 -0.1 -0.1 0.031
H -0.04357 2.08204 2.72114 -0.1 0.1 -0.1 0.030
H -0.17362 0.37164 3.09595 -0.1 -0.2 0.0 0.029
H 0.02378 2.92979 -0.22033 -0.1 -0.1 0.2 0.072
H 1.75131 2.63546 -0.28065 0.1 -0.1 0.2 0.074
```
Forces are in eV/Å.

Calculated values
Largest force on an atom = 4.03 eV/Å
LUMO energy = -0.244 eV
Frontier orbital gap = 8.0 eV

---

For the records above, the corresponding energy relative to the best compared isomer or geometry (same formula, charge and spin) values read 2.301; 4.607; 0.000; 2.191; 5.628 eV.
For the records above, the corresponding electronic energy values read -20786.4358; -10879.0103; -76926.4854; -8371.0912; -17432.4678 eV.